(1)
Molecular formula: H18O9
Method: DFT, the ωB97M-V functional and the def2-TZVPD basis

Last column: Löwdin charge in e.
Cartesian coordinates (Å):
O 0.747185 -0.186519 -0.067370  -0.0188
H 0.505185 0.546481 0.476630  -0.0056
H 0.008185 -0.256519 -0.660370  -0.0152
O -1.119815 1.953481 0.502630  0.0105
H -0.549815 2.109481 -0.180370  -0.0550
H -1.852815 1.625481 -0.005370  0.0404
O -0.214815 -3.204519 -2.456370  -0.0395
H -0.532815 -2.370519 -2.103370  -0.0239
H 0.268185 -3.504519 -1.706370  0.0122
O 0.650185 2.517481 -1.887370  -0.0520
H 1.198185 1.991481 -1.295370  0.0297
H 0.915185 3.439481 -1.703370  0.0677
O -2.336815 -1.871519 -0.265370  -0.0371
H -2.606815 -1.171519 0.343630  0.0418
H -3.075815 -1.871519 -0.874370  0.0428
O 1.814185 2.836481 2.789630  -0.0672
H 2.111185 2.852481 3.724630  0.0517
H 1.052185 2.278481 2.762630  -0.0294
O 2.903185 -2.221519 0.308630  -0.0666
H 2.291185 -1.516519 0.132630  -0.0296
H 2.547185 -2.965519 -0.226370  0.0394
O 0.136185 0.262481 3.134630  0.0021
H 0.110185 -0.264519 3.906630  0.0319
H -0.674815 0.192481 2.685630  0.0058
O -1.029815 -0.389519 -2.332370  -0.0551
H -1.812815 -0.032519 -1.888370  0.0415
H -1.450815 -0.778519 -3.115370  0.0774

Force components x, y, z for each atom (eV/Å):
0.8 -0.4 -0.2
-0.1 0.6 1.1
-0.4 -0.4 -0.8
-2.2 -0.8 2.8
3.0 1.3 -3.0
-1.0 -0.2 0.1
-0.4 0.3 -0.6
-0.3 0.5 -0.1
0.7 -0.9 0.8
-0.1 0.7 0.5
0.3 -0.3 -0.2
-0.1 -0.6 -0.2
-0.2 0.5 0.3
0.3 -0.2 0.3
-0.2 -0.4 -0.4
1.2 0.9 0.7
-0.4 -0.1 -1.0
-0.8 -0.8 0.2
0.1 -1.5 -0.5
-0.6 0.8 0.0
0.5 0.7 0.6
1.8 1.3 -0.4
-0.2 -0.9 1.1
-1.6 -0.3 -0.7
-0.9 0.2 -0.4
0.3 0.0 0.1
0.6 0.0 -0.1

SMILES string: O.O.O.O.O.O.O.O.O
molar mass: 162.135 g mol⁻¹
energy: -18719.294 eV
LUMO energy: -0.49 eV
max |F|: 0.086 Eh/bohr
energy relative to the best compared isomer or geometry (same formula, charge and spin): 2.8414 eV
multiplicity: 1

=====

(2)
Molecular formula: C17H11BF4FeN4O9S2
Method: DFT, the ωB97M-V functional and the def2-TZVPD basis

Last column: Mulliken spin population.
Cartesian coordinates (Å):
Fe 0.075000 0.124500 0.014700  4.3089
O -2.479400 -3.184000 3.498100  0.0002
C -1.775200 -2.326100 4.254300  -0.0037
C -1.865200 -2.441400 5.639000  0.0038
C -1.165400 -1.587200 6.470300  -0.0033
C -0.361100 -0.587600 5.931000  0.0016
C -0.260800 -0.454300 4.566100  0.0011
C -0.951700 -1.317200 3.702800  0.0068
C -0.794600 -1.135000 2.281600  -0.0075
O -0.090600 -0.151100 1.799100  0.1422
N -1.361600 -1.981200 1.426500  0.0213
N -1.139000 -1.711900 0.149200  0.0771
C -1.664400 -2.491300 -0.773900  0.0247
S -1.475000 -2.122000 -2.455500  0.0120
C -2.113800 -3.761400 -2.989000  0.0003
C -3.251900 -4.130600 -2.071600  -0.0001
S -2.697100 -3.854700 -0.350800  0.0170
H -2.308700 -2.992100 2.552000  -0.0007
H -2.497700 -3.217500 6.040800  0.0000
H -1.250000 -1.700800 7.541900  -0.0003
H 0.183800 0.079200 6.582400  0.0001
H 0.355500 0.311000 4.122000  0.0026
H -1.298400 -4.480200 -2.923100  0.0006
H -2.434600 -3.668400 -4.023200  -0.0001
H -3.530800 -5.177000 -2.168800  0.0005
H -4.124600 -3.501600 -2.244000  0.0004
O 0.693500 -0.106100 -3.911700  0.0289
C 1.016500 -0.020500 -2.746700  0.0002
O 0.154900 0.023600 -1.765800  0.1643
C 2.461400 -0.017700 -2.338600  -0.0175
C 3.410200 -0.037500 -3.343600  -0.0084
C 4.771600 -0.054500 -3.050400  0.0085
C 5.195000 -0.054300 -1.711300  -0.0015
C 4.256300 -0.041800 -0.712000  0.0222
C 2.854400 -0.028600 -0.968500  0.0113
O 2.040200 -0.025400 0.030900  0.1361
N 4.643600 -0.068400 0.688200  0.0031
O 5.009200 0.977500 1.185900  0.0000
O 4.579400 -1.142900 1.254500  0.0005
N 5.726400 -0.091500 -4.096700  -0.0006
O 6.918700 -0.139600 -3.787200  0.0023
O 5.315900 -0.088800 -5.258700  0.0022
H 3.080500 -0.032700 -4.371300  -0.0003
H 6.250200 -0.075700 -1.484400  -0.0010
F -2.903400 2.838300 -1.096500  0.0004
B -2.126600 2.996200 0.004000  0.0214
F -2.831700 2.890400 1.159800  0.0007
F -1.344100 4.099900 -0.049700  0.0010
F -1.160800 1.812300 0.012300  0.0211

Force components x, y, z for each atom (eV/Å):
-0.1 0.8 -0.2
-0.1 -0.1 0.4
0.2 0.3 -0.4
0.0 0.0 0.1
-0.1 -0.1 -0.3
0.1 0.1 0.2
-0.2 -0.3 -0.2
-0.1 0.0 0.9
-0.2 -0.4 -2.4
-0.2 -0.3 2.2
-0.7 -0.8 2.7
0.4 0.2 -2.8
0.3 1.0 1.6
-0.2 -0.6 -0.4
0.3 0.4 0.2
0.0 0.1 0.4
0.2 0.1 -0.2
0.2 0.2 -0.2
-0.1 -0.1 0.0
0.0 0.0 0.1
0.0 0.1 0.0
0.1 0.1 0.0
0.0 -0.1 0.0
0.0 0.0 -0.1
0.0 -0.1 0.0
0.0 0.0 -0.1
0.0 0.1 0.1
0.3 -0.2 -0.4
-0.3 0.2 -1.5
0.1 0.0 0.3
0.4 0.1 0.0
-1.2 0.0 1.3
0.0 0.0 -0.1
-0.6 0.0 -1.0
0.2 0.0 -0.5
-0.3 0.2 0.5
0.3 -0.2 0.3
0.0 -0.1 0.0
0.0 0.3 0.0
1.0 -0.1 -1.2
-0.7 0.1 -0.3
0.5 0.0 0.8
-0.1 0.0 0.0
0.0 0.0 0.0
-0.4 -0.2 -0.8
0.1 -0.3 0.0
-0.4 -0.1 0.8
0.6 0.7 0.0
0.8 -1.0 0.0

molar mass: 622.077 g mol⁻¹
energy: -109804.770 eV
LUMO energy (alpha / beta): 1.55 / 0.73 eV
total charge: -1
max |F|: 0.057 Eh/bohr
energy relative to the best compared isomer or geometry (same formula, charge and spin): 0.8766 eV
multiplicity: 6

=====

(3)
Molecular formula: C4H9NO2
Method: DFT, the ωB97M-V functional and the def2-TZVPD basis

Last column: Löwdin charge in e.
Cartesian coordinates (Å):
C -0.431431 1.495743 1.471263  -0.0100
N 0.233140 0.499351 0.609684  -0.1893
C 1.425074 -0.040482 0.948527  -0.2829
O 2.231378 0.112836 1.943154  -0.0439
C -0.240223 0.291749 -0.713604  -0.2133
C -0.102218 -1.141281 -1.067697  -0.2216
O -1.177758 -1.605987 -2.003331  -0.1107
H -0.871383 2.323029 0.820085  0.1130
H 0.377539 1.688855 2.181409  0.0852
H -1.287767 0.978786 1.931156  0.0902
H 1.851470 -0.390810 -0.016169  0.1296
H -1.383027 0.390968 -0.684525  0.1511
H 0.064162 1.093875 -1.456770  0.1541
H -0.361985 -1.779502 -0.176976  0.1446
H 0.837097 -1.368617 -1.739182  0.1510
H -1.164067 -2.548514 -2.047031  0.0528

Force components x, y, z for each atom (eV/Å):
-0.3 -0.9 -1.0
0.4 0.9 1.8
4.0 1.7 0.8
-4.0 -0.5 -2.9
-3.1 1.0 -0.9
0.0 -3.3 -3.1
0.2 2.4 0.5
1.1 -0.7 1.1
-0.7 0.9 0.2
0.2 0.4 0.3
0.2 -0.9 0.7
1.3 0.1 0.1
0.2 -1.2 0.7
1.5 0.7 -0.5
-1.2 0.2 2.2
0.3 -0.9 0.1

SMILES string: CN(C=O)CCO
molar mass: 103.121 g mol⁻¹
energy: -9877.138 eV
LUMO energy: 0.66 eV
max |F|: 0.097 Eh/bohr
energy relative to the best compared isomer or geometry (same formula, charge and spin): 2.9231 eV
multiplicity: 1

=====

(4)
Molecular formula: C6H8BFO2
Method: DFT, the ωB97M-V functional and the def2-TZVPD basis

Last column: Löwdin charge in e.
Cartesian coordinates (Å):
C 0.371192 -0.327636 1.291690  -0.0057
C 1.686100 -0.033299 1.177218  -0.1787
C 2.156224 0.038659 -0.130642  -0.1403
C 1.323018 0.462350 -1.130737  -0.0793
C 0.169388 1.356831 -0.891732  -0.0656
C -0.840803 0.951547 -0.175163  -0.2172
F -1.573639 1.837724 0.570293  0.0336
B -1.741626 -0.440648 -0.271885  -0.7359
O -1.493487 -1.173167 -1.357059  0.1853
O -2.712298 -0.606545 0.624265  0.2136
H 0.086362 -1.084733 0.541621  0.0791
H -0.298923 -0.295851 2.199760  0.1205
H 2.265884 0.258778 2.010550  0.0928
H 3.232776 -0.388415 -0.341745  0.1440
H 1.784632 0.665758 -2.134018  0.1121
H 0.400239 2.433695 -0.962706  0.1415
H -1.876796 -2.107898 -1.530385  0.1721
H -2.938241 -1.547142 0.510677  0.1281

Force components x, y, z for each atom (eV/Å):
-0.7 -2.0 1.3
-1.3 0.0 0.8
2.2 -1.8 -1.7
1.1 2.0 -1.7
2.4 0.3 -0.5
-3.7 -1.5 1.3
0.0 0.7 -0.4
1.8 3.0 -0.4
-0.3 -3.5 -1.7
-0.6 -1.4 0.7
-0.1 0.6 0.5
1.1 0.1 -0.9
0.6 0.5 0.7
-2.1 1.3 0.1
-0.2 -0.6 1.0
-0.3 -0.5 -0.3
0.8 2.6 0.7
-0.7 0.4 0.5

SMILES string: C=C/C=C\C=C(\F)B(O)O
molar mass: 141.938 g mol⁻¹
energy: -13839.334 eV
LUMO energy: 0.01 eV
max |F|: 0.082 Eh/bohr
energy relative to the best compared isomer or geometry (same formula, charge and spin): 1.3340 eV
multiplicity: 1

=====

(5)
Molecular formula: C4H7P
Method: DFT, the ωB97M-V functional and the def2-TZVPD basis

Last column: Löwdin charge in e.
Cartesian coordinates (Å):
H -1.519182 -0.656227 2.314838  -0.1750
P -2.219982 -0.313345 1.095525  0.7667
C -0.443029 -0.104371 0.271143  -0.5480
C 0.697714 -0.486789 1.129028  -0.1730
C -0.493652 0.291841 -1.095802  -0.2782
C 0.558537 0.684492 -1.891327  0.0348
H 0.433266 -1.412187 1.676623  0.0733
H 1.593125 -0.626274 0.638186  0.0362
H 0.947650 0.371700 1.759521  0.0901
H -1.513873 0.520420 -1.470246  0.0814
H 0.492762 0.746575 -2.972512  0.0540
H 1.466665 0.984165 -1.454977  0.0375

Force components x, y, z for each atom (eV/Å):
-0.7 0.1 -0.3
4.2 0.4 -1.2
-4.7 -0.4 1.2
-1.1 0.3 0.9
0.2 1.3 -0.5
-1.5 -0.7 0.3
0.4 0.8 0.1
1.9 -0.7 -1.6
-0.4 -0.3 0.6
0.6 -0.9 -0.1
-0.3 0.4 0.2
1.3 -0.3 0.4

SMILES string: [H]/P=C(\C)C=C
molar mass: 86.074 g mol⁻¹
energy: -13546.959 eV
LUMO energy (alpha / beta): -0.81 / -0.51 eV
max |F|: 0.094 Eh/bohr
energy relative to the best compared isomer or geometry (same formula, charge and spin): 2.3146 eV
multiplicity: 1

=====

Question: Which of these has the highest energy?
Answer: C4H9NO2